[1]
Entry from the Open Molecules 2025 dataset: C52H35Cl4N6O3Pd as an isolated structure (the ωB97M-V functional and the def2-TZVPD basis).

Output
E_LUMO, eV: 1.182
HOMO level, Eh: -0.1551
Multiplicity: 1
Charge: -1
DFT total energy, Ha: -4525.7396

Cartesian coordinates (Å):
1 Pd -0.086700 0.208900 0.149700
2 Cl -1.225100 6.868400 6.759100
3 C -1.102100 5.634000 5.544400
4 C 0.083800 5.472500 4.846900
5 C 0.167600 4.498300 3.868200
6 C -0.915500 3.666300 3.577800
7 C -2.091100 3.843300 4.307700
8 C -2.193100 4.823600 5.278700
9 C -0.795600 2.626200 2.533800
10 C -0.897400 1.279100 2.914900
11 C -1.178800 0.827500 4.241000
12 C -1.243600 -0.532200 4.188800
13 C -0.977400 -0.914400 2.838400
14 C -0.889800 -2.244600 2.407300
15 C -1.135900 -3.301500 3.412400
16 C -2.410200 -3.547200 3.914100
17 C -2.623000 -4.535600 4.859600
18 C -1.545400 -5.270400 5.323500
19 Cl -1.803500 -6.499200 6.525200
20 C -0.267200 -5.044300 4.839400
21 C -0.069700 -4.065300 3.883300
22 C -0.483100 -2.648500 1.134500
23 N -0.177800 -1.832900 0.086100
24 C 0.291300 -2.633600 -0.911300
25 C 0.732600 -2.214100 -2.171800
26 C 1.355100 -3.248000 -3.032200
27 C 0.766000 -3.723400 -4.200900
28 C 1.361200 -4.737400 -4.932700
29 C 2.564700 -5.272500 -4.506900
30 Cl 3.312500 -6.541700 -5.422800
31 C 3.177800 -4.808000 -3.355500
32 C 2.567100 -3.807200 -2.624200
33 C 0.689800 -0.880600 -2.605000
34 C 1.105600 -0.433400 -3.894000
35 C 0.964300 0.921900 -3.912200
36 C 0.452900 1.306900 -2.634300
37 N 0.282100 0.194400 -1.860900
38 C 0.220200 2.632200 -2.228000
39 C -0.189200 3.031900 -0.948600
40 C -0.399000 4.395100 -0.564600
41 C -0.622600 4.397500 0.776900
42 C -0.583000 3.036400 1.210800
43 N -0.361300 2.221300 0.138200
44 C 0.615500 3.699600 -3.163600
45 C 0.037800 3.852000 -4.421800
46 C 0.465600 4.845400 -5.284100
47 C 1.476400 5.699500 -4.877600
48 Cl 2.025600 6.943400 -5.955800
49 C 2.063700 5.570300 -3.629000
50 C 1.633300 4.572300 -2.779000
51 C 0.236100 -4.004000 -0.500500
52 C -0.260700 -4.011300 0.762500
53 N -0.769100 0.204200 2.079600
54 H 0.929500 6.105900 5.072900
55 H 1.089300 4.369900 3.319600
56 H -2.948800 3.222400 4.095200
57 H -3.115300 4.967800 5.822100
58 H -1.290800 1.460100 5.101600
59 H -1.433600 -1.206600 5.001300
60 H -3.249700 -2.972400 3.552400
61 H -3.616500 -4.736500 5.231400
62 H 0.563500 -5.625100 5.211300
63 H 0.915600 -3.867300 3.490500
64 H -0.173300 -3.304600 -4.533200
65 H 0.890600 -5.120200 -5.824600
66 H 4.118800 -5.230300 -3.036700
67 H 3.032100 -3.436200 -1.721800
68 H 1.459700 -1.070500 -4.681200
69 H 1.198600 1.592300 -4.716400
70 H -0.401900 5.238400 -1.230400
71 H -0.813700 5.238100 1.414200
72 H -0.755100 3.182900 -4.722400
73 H 0.018400 4.956700 -6.261100
74 H 2.855600 6.238600 -3.330800
75 H 2.088700 4.437200 -1.808500
76 H 0.525600 -4.848800 -1.098400
77 H -0.440900 -4.861700 1.389300
78 C 4.257900 -0.333700 -2.201800
79 C 4.701600 0.904400 -1.428500
80 C 4.365700 0.761200 0.068500
81 C 4.917500 1.962700 0.852600
82 C 4.577500 1.877500 2.335200
83 C 5.020800 -0.500700 0.581000
84 O 6.222200 -0.667100 0.603700
85 N 4.161600 -1.455500 1.018700
86 C 2.754300 -1.352800 1.167000
87 O 2.199700 -2.273000 1.732000
88 N 2.152100 -0.254800 0.683600
89 C 2.837400 0.784500 0.179500
90 O 2.251700 1.788600 -0.198000
91 H 4.246300 -0.132600 -3.270000
92 H 3.251100 -0.617600 -1.897100
93 H 4.927100 -1.173700 -2.016500
94 H 4.174700 1.787500 -1.797600
95 H 5.777400 1.057500 -1.544400
96 H 4.487800 2.869600 0.425800
97 H 6.000300 1.990600 0.723200
98 H 3.498300 1.843300 2.477900
99 H 4.978100 2.741200 2.863200
100 H 5.009300 0.980600 2.776300
101 H 4.560800 -2.307300 1.400800

Atomic forces in eV per Å
Pd -2.7610 0.0247 -0.4084
Cl -0.0056 0.1026 0.1127
C 0.0183 -0.1845 -0.1758
C -0.0564 0.1322 0.1058
C -0.1225 -0.1352 -0.0465
C 0.0139 0.2338 0.2885
C 0.0816 0.0364 -0.1776
C 0.0288 0.1214 0.1110
C 0.0924 -0.6549 -0.4453
C 0.0774 0.2616 -0.6540
C -0.0459 -0.6726 0.2393
C -0.0651 0.6978 0.3698
C 0.0535 -0.0483 -0.6592
C 0.1338 0.5018 -0.3871
C -0.0123 -0.1773 0.2123
C 0.1029 -0.0517 -0.0783
C 0.0242 -0.0776 0.1188
C 0.0062 0.1087 -0.1581
Cl -0.0203 -0.1174 0.1055
C -0.0381 -0.0930 0.1068
C -0.1296 0.1136 -0.0181
C -0.2341 0.6037 -0.0619
N 0.1656 -0.2685 0.1720
C -0.0685 0.5725 -0.2056
C -0.2133 0.5520 0.4543
C 0.1245 -0.1584 -0.1131
C 0.0636 0.1105 0.1673
C 0.0637 -0.0731 -0.0830
C -0.1268 0.1878 0.1343
Cl 0.0756 -0.1445 -0.1149
C 0.0392 -0.1053 -0.0811
C -0.0900 0.1365 -0.0748
C -0.3149 -0.0906 0.5335
C -0.0060 0.6262 -0.2896
C 0.1473 -0.6300 -0.2983
C -0.3304 0.1381 0.6732
N 0.3794 -0.0023 -0.0482
C -0.0636 -0.6317 0.3998
C 0.0020 -0.7363 0.0068
C -0.1659 0.2936 0.6234
C 0.0873 0.3101 -0.6145
C -0.0960 -0.6869 -0.0245
N 0.1282 0.3517 -0.0503
C 0.0149 0.2370 -0.1831
C 0.0348 -0.0159 0.2060
C 0.0455 0.1014 -0.0517
C -0.0406 -0.1490 0.0994
Cl 0.0620 0.1643 -0.1275
C 0.0365 0.1395 -0.1435
C -0.1015 -0.1506 -0.1155
C -0.2401 -0.3130 0.6052
C 0.1597 -0.3353 -0.5942
N 0.2265 -0.1590 0.2778
H 0.0348 0.0211 -0.0087
H 0.0779 -0.0341 -0.0545
H -0.0455 -0.0956 -0.0478
H -0.0413 -0.0016 0.0413
H -0.0352 0.0305 0.1098
H -0.0059 -0.1062 0.1281
H -0.0486 0.0998 -0.0673
H -0.0492 -0.0160 0.0609
H 0.0371 -0.0532 0.0361
H 0.1765 0.0425 -0.0523
H -0.0837 0.0235 0.0086
H -0.0299 -0.0246 -0.1066
H 0.0623 -0.0261 0.0196
H 0.0444 0.0089 0.0939
H 0.1249 -0.0750 -0.1420
H 0.0668 0.0449 -0.1177
H 0.0406 0.0894 -0.0326
H -0.0804 0.1935 0.0681
H -0.0741 -0.0507 -0.0240
H -0.0048 0.0452 -0.0428
H 0.0910 0.0938 -0.0101
H 0.0758 -0.0090 0.0535
H 0.0103 -0.0808 -0.0489
H -0.0529 -0.1731 0.0769
C 0.0879 0.2096 -0.0589
C 0.0162 -0.2164 0.0327
C 0.2390 0.6008 -0.2823
C 0.0191 -0.1437 0.1262
C 0.0708 0.0899 -0.1502
C -0.5810 0.0256 0.0617
O 0.5436 0.0130 -0.0626
N 0.2532 -0.6389 0.2065
C 0.4757 1.0060 -0.4061
O -0.1437 -0.6848 0.3904
N 0.8280 -0.2345 0.4695
C 0.3273 -0.6332 0.4336
O 0.5743 0.6730 -0.3318
H -0.0255 -0.0784 -0.1411
H -0.0938 -0.0805 -0.1055
H 0.0258 -0.0794 0.0208
H 0.0416 -0.0204 0.0749
H -0.0198 0.0384 0.0483
H -0.0064 -0.0358 -0.0823
H 0.0371 0.0025 -0.0618
H -0.0944 0.0355 0.0837
H -0.0279 0.0446 0.1253
H 0.0378 -0.0732 0.1100
H -0.0172 0.2365 -0.0819



[2]
Entry from the Open Molecules 2025 dataset: one molecule with the formula C19H20ClFN6O3 (the ωB97M-V functional and the def2-TZVPD basis).

Output
E_LUMO, eV: 0.160
HOMO level, Eh: -0.3354
SMILES: CCOc1c([C@@H](C)n2nc(C)c3c(N)ncnc32)cc(Cl)c(F)c1[C@@H]1COC(=O)N1
Multiplicity: 1
Charge: 0
DFT total energy, Ha: -1850.2752
Energy relative to the best compared isomer or geometry (same formula, charge and spin), kcal/mol: 0.0

Cartesian coordinates (Å):
1 O 5.570486 3.152789 -3.534033
2 F 1.835193 1.142552 -4.017195
3 Cl -0.671820 -0.412289 -4.303935
4 N -0.774691 -1.756434 0.618294
5 N -0.085673 -1.530906 5.121948
6 N -0.878058 0.234754 3.695390
7 O 0.652459 2.793233 0.384898
8 O 3.629283 4.344153 -2.966091
9 C 4.446629 3.221846 -3.109919
10 C -0.445373 -2.595880 1.600027
11 C -0.642040 -0.273864 4.885170
12 C -0.058737 -2.329019 4.143782
13 C -0.768027 -0.604814 2.703010
14 C -0.932636 0.274588 -1.757233
15 C 1.071182 1.022738 -2.838415
16 C -0.140704 0.339607 -2.889908
17 C 0.471363 1.916880 -0.607429
18 C -0.404867 -1.962329 2.886530
19 C -0.594079 1.015656 -0.619385
20 C 1.385668 1.851839 -1.697961
21 N 0.278601 -3.593089 4.539351
22 N -1.070980 -0.528317 1.305215
23 N 3.831686 2.213809 -2.415782
24 C -0.134735 -4.056616 1.213873
25 C 1.904594 3.062012 2.540918
26 C -2.979233 0.826851 0.186155
27 C 1.392604 2.153124 1.391308
28 C 2.418961 4.003956 -2.274449
29 C -1.447619 0.774247 0.627305
30 C 2.706358 2.589728 -1.688700
31 H -0.697433 0.362324 5.802308
32 H -1.738271 -0.474767 -1.761853
33 H -0.441441 -4.271176 4.307638
34 H 0.489233 -3.548694 5.515295
35 H 4.564147 1.767952 -1.850847
36 H 0.839509 -4.099596 0.832437
37 H -0.732454 -4.469303 0.362223
38 H -0.107323 -4.657475 2.119009
39 H 2.946069 2.936137 2.742465
40 H 1.411897 2.805395 3.481771
41 H 1.755986 4.138686 2.357797
42 H -3.167451 1.574571 -0.551058
43 H -3.247240 -0.220714 -0.058321
44 H -3.584126 1.190723 1.065042
45 H 2.265581 1.723871 1.036891
46 H 0.821417 1.404218 1.902228
47 H 1.554594 4.006722 -2.953562
48 H 2.120607 4.754811 -1.543805
49 H -1.256709 1.631201 1.226908
50 H 3.096467 2.613159 -0.696454

Atomic forces in eV per Å
O -1.1334 0.8315 -0.3223
F -1.2158 -0.3634 2.1968
Cl -0.1083 -0.5658 -0.9726
N -0.6457 1.4566 2.9156
N -1.8326 5.3617 2.6285
N -1.1328 1.8054 0.9242
O 0.4040 0.7493 0.8032
O 0.5309 -0.0088 -0.8066
C -0.0958 0.8102 1.2344
C -0.1662 -0.5037 -1.7890
C 2.4758 -0.9372 0.7625
C 0.1528 -2.6455 0.0150
C -0.2499 -3.3193 -3.5568
C 0.7188 -0.2143 0.3921
C 0.2020 1.8281 -0.0946
C 0.7442 0.4468 0.5443
C 0.2614 -1.5800 -3.1131
C -0.4783 0.7899 -2.7776
C -0.9210 -0.9679 0.1613
C 0.0907 -1.9103 -1.3567
N 0.2615 -1.5867 -1.1009
N 0.6745 1.4712 1.4474
N 1.8871 -2.4519 -0.6958
C -1.0739 0.9458 0.2781
C -1.1885 0.8009 -0.0836
C 0.6356 -0.8727 2.7948
C 0.2838 1.2927 3.0806
C 0.0667 0.0336 -0.1926
C -0.8468 -0.7163 -2.1129
C -1.8344 2.0548 0.6484
H -0.2184 -0.4526 -1.0945
H 0.2881 0.7443 0.1336
H 0.4519 -0.0920 0.0707
H -0.0971 -0.3483 0.5414
H -0.6537 -0.3089 -0.7306
H 1.7330 0.0915 -0.4546
H -0.0783 0.4878 1.1645
H -0.3959 -0.3258 -0.2374
H 0.8126 -0.2318 -0.2072
H -0.2039 0.1764 -0.1478
H -0.1122 -0.4084 -0.0765
H 0.1437 0.0783 -0.9462
H -0.3087 0.8908 -0.2255
H 0.4959 -0.7955 -0.6318
H 1.4681 -1.1789 -1.4027
H -0.5713 -0.6851 -0.2016
H 0.4832 -0.4233 -0.2878
H 0.6902 0.0551 0.2649
H 0.1827 0.1125 1.3374
H -0.5763 0.5792 1.2798



Q: What is the formula in the first record?
A: C52H35Cl4N6O3Pd



Q: What is the HOMO level in the second record?
A: -0.3354 Eh



Q: What is the formula in the first record?
A: C52H35Cl4N6O3Pd